Entry 1:
{
  "formula": "C15H18Cl2N4OPtS2",
  "method": "ωB97M-V with the def2-TZVPD basis set",
  "lumo_ev": [0.3, -1.1],
  "spin_multiplicity": 3,
  "e_tot_ha": -2712.746874,
  "homo_energy_ev": [-5.819, -6.834],
  "symbols": ["Pt", "S", "C", "C", "C", "C", "C", "C", "S", "H", "H", "H", "H", "C", "C", "C", "N", "H", "H", "H", "H", "H", "C", "N", "C", "C", "C", "N", "C", "O", "N", "H", "H", "H", "H", "H", "H", "H", "Cl", "C", "Cl", "H", "H"],
  "coordinates": [[-0.01633, 0.09620, 0.04392], [-1.76419, -0.08236, 1.65416], [-1.23405, -1.45834, 2.56902], [-1.90261, -1.72843, 3.77708], [-1.55449, -2.80337, 4.55994], [-0.53005, -3.65972, 4.14295], [0.12452, -3.42416, 2.95670], [-0.19651, -2.31629, 2.15208], [0.70307, -2.08469, 0.68806], [-2.70038, -1.05807, 4.07150], [-2.07590, -2.99849, 5.48828], [-0.26310, -4.51388, 4.75254], [0.90768, -4.09021, 2.61711], [-0.08313, 2.09692, -4.31658], [0.10926, 3.07392, -3.14706], [-0.25431, 2.49027, -1.86656], [-0.53544, 2.07424, -0.83039], [0.21853, 2.58266, -5.24420], [-1.12259, 1.79661, -4.40080], [0.52926, 1.21368, -4.16285], [-0.49109, 3.97338, -3.29480], [1.15891, 3.36669, -3.07830], [4.64453, 0.20561, -2.86161], [4.06525, 0.39342, -1.53808], [4.84595, 0.48338, -0.43881], [4.32931, 0.70790, 0.78927], [2.92075, 0.88318, 0.87695], [2.15483, 0.78971, -0.20523], [2.66392, 0.48973, -1.43129], [1.96047, 0.32214, -2.41596], [2.30690, 1.18922, 2.02429], [5.45727, -0.51707, -2.82578], [5.02214, 1.15247, -3.25215], [3.85398, -0.15086, -3.51321], [5.90990, 0.37174, -0.59725], [4.96032, 0.76860, 1.66200], [2.77967, 1.10836, 2.90558], [1.29272, 1.16914, 2.00078], [-1.52037, -0.87538, -2.29134], [-3.07439, -0.16702, -1.81580], [-3.55601, 1.19122, -2.84921], [-2.97424, 0.19693, -0.80108], [-3.84051, -0.92774, -1.89944]],
  "atomic_forces_ev_per_a": [[-0.224, -0.575, 1.288], [0.778, 0.108, -0.435], [-0.137, -0.052, 0.030], [0.029, -0.040, 0.076], [-0.110, 0.040, 0.019], [0.021, -0.038, -0.094], [-0.044, -0.060, 0.133], [0.080, 0.030, -0.110], [-0.181, 0.448, -0.099], [0.000, -0.022, 0.064], [-0.016, 0.044, -0.004], [0.033, -0.006, -0.024], [0.019, 0.002, 0.027], [0.067, 0.084, 0.080], [0.089, -0.147, -0.383], [-0.227, 0.155, 0.418], [0.008, 0.199, -0.563], [-0.007, 0.022, 0.023], [-0.082, -0.042, -0.004], [0.001, -0.069, 0.008], [0.034, 0.020, 0.084], [-0.036, 0.074, 0.027], [0.006, 0.060, -0.094], [-0.106, -0.033, -0.030], [-0.072, 0.063, 0.199], [0.237, 0.022, 0.056], [-0.256, 0.089, -0.254], [-0.036, -0.177, 0.081], [0.126, 0.067, -0.136], [0.103, 0.122, 0.056], [0.041, -0.017, -0.028], [-0.029, -0.026, 0.072], [-0.010, -0.014, 0.016], [0.058, -0.056, -0.027], [0.005, -0.037, -0.040], [0.022, 0.001, -0.018], [0.045, -0.008, -0.016], [-0.024, -0.099, 0.091], [-0.362, -0.041, -0.449], [0.078, -0.090, -0.028], [0.010, 0.043, -0.062], [0.030, -0.015, 0.039], [0.038, -0.030, 0.009]]
}



Entry 2:
{
  "formula": "C15H18CrN6O4S2Se2Te2",
  "method": "ωB97M-V with the def2-TZVPD basis set",
  "lumo_ev": [4.1, 4.1],
  "spin_multiplicity": 5,
  "e_tot_ha": -8391.725266,
  "total_charge": -2,
  "homo_energy_ev": [-0.779, -0.899],
  "symbols": ["Cr", "N", "C", "C", "C", "C", "C", "C", "S", "O", "O", "N", "C", "N", "C", "C", "C", "N", "H", "H", "H", "H", "H", "H", "H", "H", "H", "Se", "Te", "Te", "Se", "S", "C", "N", "C", "C", "N", "H", "H", "H", "H", "H", "H", "C", "O", "C", "O", "H", "H", "H"],
  "coordinates": [[0.48232, -1.17210, -0.45588], [-5.94045, -1.62303, -1.13580], [-4.72194, -1.86432, -0.47290], [-3.72699, -2.61861, -1.08514], [-2.52573, -2.85064, -0.43776], [-2.32194, -2.34046, 0.83493], [-3.31978, -1.61202, 1.47225], [-4.51530, -1.37860, 0.81813], [-0.73511, -2.49801, 1.59619], [0.09794, -3.22516, 0.62683], [-0.90871, -3.06794, 2.89901], [-0.04397, -1.06526, 1.50332], [-0.52700, 0.11551, 2.01856], [-1.17835, 0.22233, 3.12744], [-1.56917, 1.49286, 3.51941], [-1.27145, 2.61050, 2.75247], [-0.59399, 2.46772, 1.57024], [-0.18300, 1.18294, 1.19477], [-5.84081, -1.64004, -2.14028], [-6.37259, -0.75787, -0.84739], [-3.87271, -2.99323, -2.09179], [-1.73244, -3.39352, -0.93587], [-3.14306, -1.21658, 2.46373], [-5.29069, -0.79467, 1.30177], [-2.10768, 1.56042, 4.45426], [-1.57885, 3.59808, 3.07314], [-0.32498, 3.26280, 0.89656], [0.39276, -2.06883, -3.02622], [0.95105, -2.01603, -5.43788], [4.00609, -0.45629, -3.56484], [2.67412, -1.69985, -1.88590], [3.34722, -0.36300, 2.14066], [3.98410, 0.65009, 0.99401], [5.16640, 0.47105, 0.34174], [5.37807, 1.50240, -0.66801], [4.00276, 2.16703, -0.74659], [3.42801, 1.80520, 0.54858], [5.48237, -0.47540, 0.21388], [5.66629, 1.07292, -1.62663], [6.14342, 2.20548, -0.32108], [3.42536, 1.73687, -1.56738], [4.06557, 3.24863, -0.86888], [2.42873, 1.89927, 0.66367], [0.80072, 1.77316, -2.21203], [0.68732, 1.91325, -0.79601], [0.08931, 0.81675, -0.17913], [-0.86737, 0.16870, -0.80742], [1.20751, 2.71612, -2.57399], [-0.17090, 1.57468, -2.66234], [1.47756, 0.95670, -2.47840]],
  "atomic_forces_ev_per_a": [[0.214, 0.578, -0.119], [0.010, 0.010, 0.002], [-0.021, 0.004, 0.009], [0.027, -0.005, -0.006], [0.009, 0.086, -0.060], [-0.046, 0.036, 0.064], [-0.036, -0.075, 0.017], [0.011, -0.009, -0.009], [0.260, -0.025, 0.149], [-0.132, -0.048, -0.152], [0.010, 0.053, 0.019], [-0.285, -0.197, 0.048], [0.125, 0.075, -0.027], [-0.018, 0.022, 0.022], [0.004, -0.052, 0.000], [0.010, 0.036, -0.019], [0.056, 0.005, 0.010], [-0.174, -0.120, 0.013], [-0.004, -0.004, 0.002], [-0.002, -0.001, -0.001], [-0.006, 0.002, 0.000], [-0.004, -0.005, 0.011], [0.008, 0.007, -0.001], [-0.004, 0.001, -0.001], [-0.001, 0.003, 0.005], [0.002, 0.002, -0.001], [-0.021, 0.009, 0.001], [0.323, -0.387, 0.166], [-0.159, 0.112, -0.157], [0.104, 0.080, -0.124], [-0.206, -0.390, 0.083], [-0.021, -0.072, 0.088], [0.098, -0.060, -0.011], [-0.088, 0.022, -0.031], [0.027, 0.058, 0.046], [0.042, 0.026, 0.014], [-0.049, 0.104, -0.048], [0.016, 0.035, 0.032], [-0.022, -0.019, 0.020], [0.015, 0.002, -0.027], [0.004, 0.015, -0.011], [0.006, 0.003, 0.012], [0.004, -0.060, 0.051], [0.004, -0.030, -0.004], [-0.124, 0.085, 0.069], [0.199, -0.055, -0.074], [-0.148, 0.109, -0.068], [0.008, -0.011, -0.014], [-0.011, 0.022, 0.001], [-0.012, 0.027, 0.008]]
}



Entry 3:
{
  "formula": "C15H18F4N5OPt",
  "method": "ωB97M-V with the def2-TZVPD basis set",
  "lumo_ev": [-3.7, -3.7],
  "spin_multiplicity": 1,
  "e_tot_ha": -1449.966005,
  "total_charge": 1,
  "homo_energy_ev": [-10.247, -10.246],
  "symbols": ["Pt", "C", "N", "C", "C", "C", "N", "C", "C", "F", "C", "F", "C", "C", "F", "C", "F", "H", "H", "H", "H", "H", "H", "H", "H", "H", "H", "H", "C", "N", "C", "C", "C", "N", "C", "O", "N", "H", "H", "H", "H", "H", "H", "H"],
  "coordinates": [[0.30517, 0.27611, 0.17013], [0.61859, 0.05261, 3.31086], [1.01293, -0.60112, 2.05756], [0.53351, -2.00419, 2.03874], [2.48224, -0.52271, 1.85123], [2.87862, -1.01030, 0.48388], [2.00917, -0.39242, -0.49823], [2.22091, -0.51379, -1.85146], [1.35245, 0.17283, -2.69634], [0.34179, 0.90469, -2.11885], [1.45687, 0.16103, -4.06339], [0.56786, 0.85030, -4.78433], [2.45678, -0.54974, -4.68888], [3.33167, -1.24148, -3.88134], [4.31611, -1.95305, -4.42904], [3.22087, -1.24015, -2.50283], [4.11735, -1.97200, -1.81446], [0.99751, -0.50879, 4.16886], [-0.46696, 0.09900, 3.37681], [1.02506, 1.06087, 3.34963], [1.07955, -2.60359, 2.77570], [0.66596, -2.44110, 1.05422], [-0.52542, -2.02374, 2.28632], [3.00770, -1.11722, 2.60599], [2.77486, 0.51930, 1.96922], [2.82901, -2.10275, 0.43350], [3.92011, -0.73409, 0.32335], [2.54406, -0.57188, -5.76607], [-4.62151, -0.01404, -1.25411], [-3.78367, 0.65861, -0.25058], [-4.28154, 1.57407, 0.61515], [-3.49648, 2.23343, 1.49282], [-2.09981, 1.97575, 1.44779], [-1.61052, 1.05559, 0.62397], [-2.43828, 0.33288, -0.21783], [-1.98098, -0.54062, -0.93728], [-1.23697, 2.65003, 2.21238], [-5.66672, 0.17714, -1.02912], [-4.42598, -1.08032, -1.23369], [-4.38320, 0.35961, -2.24689], [-5.34570, 1.75950, 0.55735], [-3.90649, 2.95623, 2.18374], [-1.54624, 3.39482, 2.80961], [-0.25026, 2.51471, 2.06590]],
  "atomic_forces_ev_per_a": [[0.316, 0.082, 1.117], [-0.125, 0.089, 0.080], [-0.518, 0.507, -1.672], [-0.026, -0.175, 0.166], [0.360, -0.046, 0.178], [0.003, -0.318, -0.316], [0.588, -0.011, 0.173], [-0.307, 0.023, 0.470], [0.044, -0.054, -0.295], [-0.245, 0.021, 0.422], [-0.159, 0.160, -0.128], [-0.008, 0.018, 0.025], [0.053, -0.029, -0.219], [-0.022, 0.038, -0.005], [-0.005, -0.008, 0.019], [0.232, -0.160, -0.031], [-0.075, 0.062, 0.182], [0.059, -0.057, -0.056], [0.025, -0.025, -0.037], [0.046, -0.029, -0.038], [0.005, 0.125, 0.019], [0.055, 0.038, -0.015], [-0.006, 0.062, -0.033], [-0.146, 0.022, 0.143], [-0.095, 0.059, 0.017], [0.051, -0.051, 0.071], [0.098, -0.026, -0.031], [-0.007, 0.000, 0.052], [0.057, 0.032, 0.077], [-0.204, 0.069, 0.136], [-0.057, -0.078, -0.149], [0.044, 0.157, 0.183], [0.162, 0.047, -0.107], [-0.030, -0.652, -0.101], [-0.022, -0.099, -0.329], [-0.202, 0.219, 0.039], [-0.021, -0.029, 0.069], [0.017, 0.039, 0.046], [0.014, -0.053, 0.051], [0.033, 0.033, -0.015], [0.008, -0.052, -0.020], [0.011, -0.043, -0.092], [-0.011, 0.053, -0.007], [0.013, 0.037, -0.039]]
}



Entry 4:
{
  "formula": "C15H18F9N2O9",
  "method": "ωB97M-V with the def2-TZVPD basis set",
  "lumo_ev": 1.7,
  "spin_multiplicity": 1,
  "e_tot_ha": -2267.898493,
  "total_charge": -1,
  "homo_energy_ev": -3.959,
  "symbols": ["O", "C", "N", "N", "C", "C", "O", "O", "H", "H", "H", "C", "C", "O", "C", "O", "C", "F", "F", "F", "H", "H", "H", "H", "H", "C", "C", "O", "C", "O", "C", "F", "F", "F", "H", "H", "H", "H", "H", "C", "C", "O", "C", "O", "C", "F", "F", "F", "H", "H", "H", "H", "H"],
  "coordinates": [[-3.31247, 1.45204, -3.84444], [-2.23311, 1.06103, -4.03272], [-1.30380, 0.46456, -4.63023], [-0.50915, 1.33758, -5.40282], [-1.25162, 1.96915, -6.52135], [-2.00971, 0.92144, -7.44651], [-2.98375, 0.25403, -7.05735], [-1.54228, 0.76848, -8.65723], [0.19260, 0.73851, -5.84755], [-0.48512, 2.46172, -7.18402], [-1.93507, 2.80480, -6.18825], [-0.92026, 2.26590, 1.72683], [0.42591, 2.73129, 1.20833], [0.48167, 2.64402, -0.22358], [-0.10622, 3.64167, -0.89615], [-0.66158, 4.57321, -0.38766], [0.06904, 3.43905, -2.40226], [-0.19786, 2.18016, -2.77448], [1.33243, 3.70289, -2.79318], [-0.72945, 4.23525, -3.12280], [-1.14364, 1.26013, 1.36466], [-0.93027, 2.25936, 2.81801], [-1.72356, 2.91652, 1.37816], [1.21104, 2.07751, 1.58989], [0.65895, 3.74474, 1.54096], [-2.97574, -1.81645, -2.21596], [-3.15719, -2.99381, -1.28162], [-1.89503, -3.40206, -0.71856], [-1.44893, -2.67378, 0.30569], [-2.01396, -1.72595, 0.77241], [-0.13006, -3.24672, 0.82744], [0.73181, -3.53515, -0.16234], [-0.32195, -4.39144, 1.51384], [0.50365, -2.40258, 1.65479], [-2.23540, -2.04599, -2.98467], [-3.91878, -1.55952, -2.69981], [-2.61410, -0.93863, -1.67802], [-3.53934, -3.84918, -1.83932], [-3.87754, -2.77550, -0.49078], [2.88012, -2.69836, 3.98999], [3.73206, -2.67025, 5.24266], [4.04769, -1.31859, 5.61973], [3.08928, -0.65411, 6.27332], [2.01497, -1.10176, 6.55220], [3.57793, 0.74608, 6.64947], [4.18904, 1.36507, 5.62380], [4.46602, 0.70181, 7.66146], [2.57932, 1.54545, 7.04375], [3.36689, -2.14717, 3.18303], [2.70947, -3.72517, 3.66379], [1.91194, -2.22560, 4.15967], [4.68276, -3.16830, 5.05034], [3.25235, -3.19737, 6.06943]],
  "atomic_forces_ev_per_a": [[-0.230, 0.332, 1.387], [0.419, -1.639, -2.838], [-1.138, 1.082, 1.837], [0.932, 0.150, -1.205], [-0.234, 0.359, -1.224], [0.298, -1.090, -3.331], [0.120, 0.782, 1.418], [0.121, 1.188, 2.487], [-0.377, 0.179, 0.329], [-0.616, -0.574, 0.785], [0.520, -1.051, 0.097], [-0.251, 0.003, -0.223], [-0.142, -0.097, 0.659], [0.064, 0.227, -0.573], [0.146, -0.098, 1.150], [0.037, -0.009, -0.476], [-0.021, -0.422, -1.815], [0.165, 0.446, 0.829], [-0.084, 0.075, 0.537], [0.064, 0.020, 0.646], [0.107, -0.016, 0.101], [0.057, -0.007, -0.042], [0.088, 0.061, 0.074], [0.035, -0.026, -0.329], [-0.108, 0.028, -0.223], [0.316, 0.149, 0.059], [-0.645, 0.323, -0.529], [0.560, -0.147, 0.654], [-1.225, 0.098, -0.826], [0.543, -0.126, 0.353], [1.383, -0.466, 0.314], [-0.405, 0.170, 0.019], [-0.341, 0.238, -0.133], [-0.480, 0.050, -0.198], [-0.144, -0.036, -0.056], [0.044, -0.045, 0.007], [-0.129, -0.019, 0.023], [0.313, -0.126, 0.139], [0.254, 0.033, 0.129], [-0.176, 0.306, -0.025], [-0.148, -0.660, -0.386], [0.022, 0.592, 0.415], [0.010, -1.261, -0.441], [0.089, 0.539, 0.199], [0.380, 1.455, 0.250], [-0.173, -0.404, 0.042], [-0.193, -0.369, -0.176], [0.012, -0.548, -0.137], [0.073, -0.129, 0.018], [0.040, 0.035, 0.035], [0.012, -0.124, 0.053], [0.097, 0.318, 0.108], [-0.064, 0.253, 0.031]]
}



Entry 5:
{
  "formula": "C15H18FN3OS",
  "method": "ωB97M-V with the def2-TZVPD basis set",
  "smiles": "Cn1c(SCC(=O)C(C)(C)C)nnc1-c1ccc(F)cc1",
  "lumo_ev": 0.5,
  "spin_multiplicity": 1,
  "e_tot_ha": -1319.949255,
  "homo_energy_ev": -8.224,
  "symbols": ["C", "N", "C", "N", "N", "C", "C", "C", "C", "C", "C", "C", "H", "H", "F", "H", "H", "S", "C", "C", "O", "C", "C", "H", "H", "H", "C", "H", "H", "H", "C", "H", "H", "H", "H", "H", "H", "H", "H"],
  "coordinates": [[0.93256, 2.52060, 0.77537], [0.47192, 1.38579, 0.03006], [-0.81522, 1.15577, -0.35072], [-0.93284, -0.01616, -0.92042], [0.27648, -0.58474, -0.91205], [1.12775, 0.23931, -0.35511], [2.53890, -0.05226, -0.18234], [3.52120, 0.93432, -0.24594], [4.85419, 0.60429, -0.08545], [5.19464, -0.71806, 0.13255], [4.24136, -1.72124, 0.17679], [2.91360, -1.38240, 0.01617], [2.14393, -2.13686, 0.03837], [4.54590, -2.74342, 0.33520], [6.49383, -1.03887, 0.29729], [5.62616, 1.35598, -0.13361], [3.25735, 1.95948, -0.45282], [-2.11407, 2.26854, -0.07902], [-3.43309, 1.07649, -0.45028], [-3.31556, -0.11413, 0.48745], [-2.80438, 0.00684, 1.57063], [-3.91335, -1.44187, 0.03405], [-4.35662, -1.47769, -1.42567], [-3.50816, -1.32241, -2.08727], [-5.12301, -0.73386, -1.63309], [-4.77537, -2.45818, -1.64374], [-2.83703, -2.50977, 0.26644], [-2.52550, -2.50618, 1.30770], [-3.22541, -3.49386, 0.01623], [-1.96983, -2.29908, -0.35485], [-5.11712, -1.70552, 0.95181], [-5.52119, -2.69591, 0.75639], [-4.81420, -1.65137, 1.99454], [-5.90184, -0.97096, 0.77921], [-4.37880, 1.59183, -0.27720], [-3.34020, 0.79810, -1.49546], [0.11040, 2.88776, 1.39174], [1.24968, 3.32456, 0.10674], [1.76362, 2.22521, 1.41481]],
  "atomic_forces_ev_per_a": [[0.168, 0.432, 0.210], [-0.397, -0.656, -0.375], [0.051, 0.009, -0.169], [-0.836, 0.631, 0.085], [1.169, -0.535, -0.030], [-0.460, 0.014, -0.157], [0.393, -0.029, 0.093], [-0.117, -0.228, 0.004], [0.235, -0.146, 0.065], [-0.127, 0.070, -0.037], [0.237, 0.070, -0.018], [-0.004, 0.221, 0.018], [-0.065, -0.088, 0.026], [0.049, -0.097, 0.022], [-0.124, 0.022, -0.015], [0.097, 0.044, -0.007], [-0.035, 0.100, -0.005], [-0.379, 0.336, -0.060], [0.580, 0.458, 0.061], [-0.165, -0.142, -0.170], [-0.122, -0.111, 0.143], [-0.002, -0.370, 0.227], [0.106, 0.051, 0.184], [0.067, 0.042, -0.130], [-0.097, 0.080, -0.091], [-0.056, -0.077, -0.019], [-0.026, 0.134, 0.031], [0.033, -0.027, 0.072], [-0.087, -0.127, -0.041], [0.085, -0.058, -0.037], [0.170, 0.068, -0.035], [-0.072, -0.101, -0.051], [0.010, -0.007, 0.079], [-0.151, 0.058, 0.008], [-0.029, 0.016, -0.048], [-0.154, -0.051, 0.075], [0.098, -0.040, 0.031], [0.038, -0.025, 0.081], [-0.080, 0.059, -0.018]]
}



Which formula does entry 5 have?
C15H18FN3OS